w) Entry from the Open Molecules 2025 dataset: a 2-piece molecular cluster, C2H4O2S overall (the ωB97M-V functional and the def2-TZVPD basis).

Properties
HOMO level	-0.37052	Ha
structure (SMILES)	O=C1CS1.O
HOMO-LUMO gap	10.55	eV

Cartesian coordinates (Å):
O (0.6151, -1.4109, -0.4513)
C (1.1108, -0.3629, -0.2336)
C (1.1083, 0.7246, 0.6540)
S (2.1886, 0.8857, -0.8365)
H (1.4289, 0.6376, 1.5990)
H (0.1606, 1.4066, 0.6546)
O (-2.4114, -0.4781, -0.1848)
H (-2.3957, -0.1432, -1.1710)
H (-1.8053, -1.2593, -0.0305)

x) Entry from the Open Molecules 2025 dataset: C2H4O2S as an isolated structure (the ωB97M-V functional and the def2-TZVPD basis).

Properties
HOMO level (spin up / spin down)	-0.34107 / -0.34107	Ha
HOMO-LUMO gap (spin up / spin down)	8.59 / 8.59	eV

Cartesian coordinates (Å):
C (0.0325, 0.7331, -0.0102)
C (0.9667, 1.5445, 0.5481)
O (-2.4812, -0.0142, 0.0865)
O (-0.0817, -2.1219, -0.6676)
S (-1.4660, 0.7851, -0.6581)
H (0.3251, -3.3400, -0.7828)
H (0.7154, 2.2543, 1.3799)
H (1.9772, 1.6320, 0.1273)
H (0.0120, -1.4730, -0.0232)

y) Entry from the Open Molecules 2025 dataset: one molecule with the formula C2H4O2S (the ωB97M-V functional and the def2-TZVPD basis).

Properties
HOMO level	-0.35197	Ha
structure (SMILES)	O=S1(=O)CC1
HOMO-LUMO gap	9.14	eV

Cartesian coordinates (Å):
O (-0.5774, 0.1280, -2.1544)
S (0.2863, -0.2705, -1.0666)
O (1.3654, -1.1971, -1.4063)
C (0.2541, 0.9385, 0.6953)
C (-0.4647, -0.5763, 0.4346)
H (-0.4702, 1.6508, 0.7995)
H (1.2123, 1.1109, 1.0160)
H (-0.0443, -1.2680, 1.0096)
H (-1.5616, -0.5163, 0.6724)

z) Entry from the Open Molecules 2025 dataset: one molecule with the formula C2H4O2S (the ωB97M-V functional and the def2-TZVPD basis).

Properties
HOMO level	-0.35575	Ha
structure (SMILES)	CC=S(=O)=O
HOMO-LUMO gap	9.26	eV

Cartesian coordinates (Å):
C (0.2166, -0.2531, 0.2454)
C (-1.1201, 0.6749, 0.2253)
S (-1.7748, 0.6245, 1.7237)
O (-2.8795, 1.4936, 1.8896)
O (-1.0186, 0.0612, 2.8517)
H (-0.1807, -1.1539, -0.1863)
H (0.6319, -0.2654, 1.1906)
H (0.8468, 0.1332, -0.4957)
H (-1.6618, 0.5615, -0.6787)

Most stable structure among those shown: w).